Record 1
Entry from OMol25: a structure of composition C41H39N10NdO2S3 (ωB97M-V/def2-TZVPD).

Cartesian coordinates (Å):
Nd  0.2662  -0.3014  0.1805
C  -0.2584  3.1481  1.3515
C  1.2289  3.4607  1.4711
C  2.1336  2.3425  1.9245
C  3.4258  2.6683  2.3271
C  4.2414  1.6950  2.8723
C  3.7182  0.4228  3.0578
C  2.4398  0.1731  2.6112
N  1.6612  1.0926  2.0074
N  -0.7028  2.2683  0.2446
C  -0.4281  2.8862  -1.0672
C  1.0284  2.8317  -1.4392
C  1.6182  3.9034  -2.0980
C  2.9772  3.8718  -2.3570
C  3.7003  2.7664  -1.9352
C  3.0272  1.7290  -1.3153
N  1.7072  1.7334  -1.0850
C  -2.1700  2.1491  0.3988
C  -2.8162  1.3338  -0.6663
C  -4.1195  1.6648  -1.1130
C  -4.7080  0.9253  -2.1038
C  -3.9297  -0.1406  -2.6694
C  -2.6332  -0.4043  -2.1814
N  -2.0669  0.2768  -1.1913
H  -0.7823  4.1093  1.2630
H  -0.5897  2.6863  2.2825
H  1.3064  4.2501  2.2229
H  1.6187  3.8951  0.5532
H  3.7712  3.6892  2.2269
H  5.2493  1.9298  3.1877
H  4.2850  -0.3604  3.5405
H  1.9816  -0.7954  2.7777
H  -0.7716  3.9280  -1.0809
H  -0.9909  2.3422  -1.8300
H  1.0213  4.7642  -2.3690
H  3.4629  4.6995  -2.8566
H  4.7701  2.7051  -2.0795
H  3.5736  0.8576  -0.9865
H  -2.6403  3.1419  0.3882
H  -2.3787  1.6946  1.3765
H  -4.6372  2.5072  -0.6728
H  -5.6983  1.1590  -2.4613
H  -4.3238  -0.7450  -3.4750
H  -2.0366  -1.1826  -2.6393
O  -4.9092  -1.7760  5.8885
N  -5.1987  -2.2817  4.8110
O  -6.2024  -2.9440  4.5841
C  -4.3062  -2.1104  3.6823
C  -4.5683  -2.9562  2.5471
C  -3.7368  -2.9436  1.4333
C  -3.9312  -3.8296  0.3467
C  -2.9984  -3.8539  -0.6558
C  -1.9139  -2.9773  -0.5840
N  -1.7429  -2.0822  0.3948
C  -2.6217  -2.0665  1.3972
C  -2.3679  -1.1666  2.5386
N  -1.2849  -0.3858  2.4703
C  -0.9657  0.3557  3.5432
C  -1.7392  0.4195  4.6877
C  -2.8845  -0.3399  4.7620
C  -3.2109  -1.2005  3.6891
H  -5.3993  -3.6447  2.5753
H  -4.7962  -4.4798  0.3407
H  -3.0863  -4.5358  -1.4898
H  -1.1517  -2.9929  -1.3545
H  -0.0502  0.9242  3.4743
H  -1.4420  1.0538  5.5104
H  -3.5086  -0.3058  5.6368
S  2.9614  -1.3351  -0.2063
C  2.3969  -2.5595  0.8032
N  1.1226  -2.5212  1.3208
C  0.9483  -3.5406  2.1880
C  -0.2045  -3.8114  2.9510
C  -0.2006  -4.8704  3.8273
C  0.9313  -5.6839  3.9868
C  2.0807  -5.4503  3.2511
C  2.0879  -4.3934  2.3543
S  3.4126  -3.8899  1.3414
H  -1.0783  -3.1905  2.8518
H  -1.0883  -5.0741  4.4120
H  0.9078  -6.5021  4.6934
H  2.9593  -6.0684  3.3726
C  4.1187  -0.4772  -4.1060
N  2.7331  -0.4813  -3.6704
C  2.0866  -1.5460  -3.1955
S  0.4709  -1.3442  -2.6574
N  2.6947  -2.7222  -3.2402
C  2.2009  -3.9724  -2.6859
H  4.3842  0.5308  -4.4094
H  4.2680  -1.1370  -4.9634
H  4.7814  -0.7838  -3.2917
H  2.2166  0.3798  -3.6704
H  3.6470  -2.7410  -3.5731
H  1.1984  -3.8225  -2.3011
H  2.8509  -4.3042  -1.8754
H  2.1778  -4.7375  -3.4607

As for the spin multiplicity: 4. Its total energy is -4039.4906 a.u. The net charge is +2. Its highest occupied orbital energy (alpha / beta) is -12.0 / -12.0 eV.

=====

Record 2
Entry from OMol25: a structure of composition C30H36N7O2PtSi (ωB97M-V/def2-TZVPD).

Cartesian coordinates (Å):
Pt  0.1416  -1.4173  0.4502
C  -1.2987  -1.1225  5.6385
N  -1.1358  -0.4739  4.3431
C  -1.2823  0.9763  4.2589
C  -0.6762  -1.1421  3.2667
N  -0.2441  -0.5670  2.1916
N  -0.7053  -2.5268  3.3838
C  -0.2377  -3.4886  2.5111
N  -0.3181  -4.7546  3.0264
N  0.1622  -3.2140  1.3259
H  -1.4064  -0.3511  6.3941
H  -0.4245  -1.7205  5.9006
H  -2.1980  -1.7445  5.6792
H  -1.9345  1.3062  5.0622
H  -1.7488  1.2614  3.3150
H  -0.3214  1.4867  4.3501
H  -0.2088  0.4461  2.2060
H  -1.2702  -2.8899  4.1336
H  -0.0771  -4.8779  3.9966
H  -0.0090  -5.5064  2.4329
H  0.5540  -3.9888  0.8043
C  0.2662  -2.2996  -3.7382
C  0.9098  -1.9135  -2.4402
O  0.3425  -2.2975  -1.3907
N  2.0359  -1.2231  -2.5073
C  2.9110  -0.8492  -1.4124
C  3.9072  -1.9335  -1.0750
C  5.2210  -1.6106  -0.7605
C  6.0962  -2.6288  -0.4227
C  5.6299  -3.9326  -0.4195
C  4.3030  -4.1550  -0.7526
N  3.4493  -3.1841  -1.0728
H  -0.7938  -2.0572  -3.6870
H  0.3621  -3.3791  -3.8591
H  0.7196  -1.8078  -4.5965
H  2.3518  -0.9929  -3.4348
H  2.3003  -0.6062  -0.5457
H  3.4241  0.0675  -1.6988
H  5.5499  -0.5799  -0.7881
H  7.1268  -2.4087  -0.1779
H  6.2775  -4.7623  -0.1736
H  3.9064  -5.1644  -0.7694
O  0.2502  0.3466  -0.4426
Si  -0.8235  1.4951  -0.8175
C  -0.0329  2.6005  -2.1062
C  0.3134  3.9324  -1.8828
C  0.9293  4.6909  -2.8727
C  1.2056  4.1272  -4.1076
C  0.8591  2.8040  -4.3564
C  0.2472  2.0548  -3.3645
C  -2.4268  0.8402  -1.5406
C  -3.1850  1.6461  -2.3952
C  -4.3917  1.2044  -2.9208
C  -4.8636  -0.0615  -2.6044
C  -4.1259  -0.8809  -1.7616
C  -2.9222  -0.4305  -1.2356
C  -1.2079  2.5251  0.7143
C  -0.1463  3.0077  1.4914
C  -0.3695  3.8237  2.5928
C  -1.6689  4.1629  2.9497
C  -2.7365  3.6828  2.2029
C  -2.5051  2.8755  1.0947
H  0.0948  4.3920  -0.9262
H  1.1872  5.7245  -2.6800
H  1.6795  4.7183  -4.8806
H  1.0560  2.3674  -5.3279
H  -0.0398  1.0286  -3.5771
H  -2.8223  2.6328  -2.6639
H  -4.9608  1.8460  -3.5814
H  -5.8027  -0.4092  -3.0157
H  -4.4886  -1.8714  -1.5154
H  -2.3555  -1.0871  -0.5829
H  0.8734  2.7548  1.2157
H  0.4675  4.2046  3.1654
H  -1.8476  4.8096  3.7996
H  -3.7501  3.9504  2.4744
H  -3.3474  2.5197  0.5113

As for the spin multiplicity: 1. Its total energy is -2107.3472 a.u. The value obtained for the relative energy (zero: lowest compared OMol25 entry of this formula, charge and spin) is 16.4 kJ/mol. The net charge is +1. Its highest occupied orbital energy is -10.8 eV.

=====

Record 3
Entry from OMol25: the ion C4H9N2S with charge +1 (ωB97M-V/def2-TZVPD).

Cartesian coordinates (Å):
C  -1.1828  1.8332  -0.3360
C  -1.0752  0.7116  0.6950
N  0.2350  0.0605  0.6721
C  0.5317  -1.0102  -0.0098
N  -0.2903  -1.9128  -0.5702
C  2.3919  -1.2110  -0.0674
S  3.2403  -0.2249  0.8597
H  -1.0263  2.7300  0.1215
H  -0.3862  1.7480  -1.1182
H  -2.1439  1.7531  -1.0188
H  -1.2023  1.2396  1.6690
H  -1.8049  -0.1455  0.5966
H  1.0208  0.6429  0.9686
H  0.1671  -2.4590  -1.3445
H  -1.1576  -1.6270  -0.7377
H  2.6826  -2.1286  -0.3800

As for the SMILES: CCNC(=[NH2+])C=S. As for the spin multiplicity: 1. Its total energy is -665.1842 a.u. The value obtained for the relative energy (zero: lowest compared OMol25 entry of this formula, charge and spin) is 284.0 kJ/mol. The net charge is +1. Its highest occupied orbital energy is -14.0 eV.

=====

Record 4
Entry from OMol25: a structure of composition C21H31N2O4RuSbSe4Si3 (ωB97M-V/def2-TZVPD).

Cartesian coordinates (Å):
Ru  -0.5444  0.2610  0.7925
O  -1.3188  -3.1273  3.3490
C  -1.2665  -2.0865  2.7114
O  -0.5099  -1.8089  1.7176
C  -2.2093  -0.9533  3.0943
C  -3.0817  -1.0038  4.1678
C  -3.9074  0.0867  4.3993
C  -3.8655  1.1784  3.5420
C  -2.9736  1.1501  2.4860
N  -2.1664  0.1096  2.3009
C  -2.8744  2.2397  1.4203
O  -3.6106  3.2098  1.5117
O  -2.0327  1.9674  0.4939
H  -3.0853  -1.8894  4.7868
H  -4.5899  0.0825  5.2400
H  -4.4979  2.0467  3.6601
C  0.7089  3.1198  -0.9914
Si  0.6937  1.4660  -1.8645
C  2.0379  1.5427  -3.1896
C  -0.9529  1.4056  -2.7774
C  0.9324  -0.0240  -0.7067
Si  2.7192  -0.1790  -0.0822
C  3.7991  -0.9959  -1.4120
C  3.5935  1.4568  0.2128
C  2.8461  -1.2628  1.4468
Si  0.4856  -1.6383  -1.5382
C  1.0100  -3.2177  -0.6845
C  0.9489  -1.8106  -3.3561
C  -1.4092  -1.6277  -1.5042
C  -2.2413  -2.3957  -2.3125
C  -3.6142  -2.2489  -2.2320
C  -4.1334  -1.3204  -1.3440
C  -3.2595  -0.5906  -0.5619
N  -1.9359  -0.7474  -0.6336
H  0.6393  3.8950  -1.7625
H  1.6116  3.3119  -0.4123
H  -0.1532  3.2263  -0.3317
H  1.7876  2.3666  -3.8647
H  2.1146  0.6336  -3.7864
H  3.0199  1.7549  -2.7653
H  -0.9616  2.2185  -3.5098
H  -1.7710  1.5857  -2.0768
H  -1.1485  0.4743  -3.3129
H  3.7963  -0.4403  -2.3511
H  3.5361  -2.0327  -1.6269
H  4.8260  -0.9973  -1.0329
H  3.8965  1.9250  -0.7261
H  4.4973  1.2561  0.7957
H  3.0127  2.1940  0.7643
H  3.6284  -2.0154  1.3104
H  1.9103  -1.7737  1.6752
H  3.1143  -0.6598  2.3171
H  2.0926  -3.3385  -0.6392
H  0.6011  -4.0624  -1.2483
H  0.6112  -3.2505  0.3290
H  2.0311  -1.7916  -3.4924
H  0.5120  -1.0281  -3.9774
H  0.5899  -2.7767  -3.7237
H  -1.8017  -3.0996  -3.0079
H  -4.2715  -2.8404  -2.8571
H  -5.1975  -1.1536  -1.2531
H  -3.6203  0.1558  0.1284
Se  2.6848  4.8846  2.4004
Sb  2.6199  2.8845  3.6613
Se  1.0668  3.3141  5.5794
Se  4.3245  1.3797  4.3029
Se  0.7061  1.4052  2.3522

As for the spin multiplicity: 6. Its total energy is -12038.8769 a.u. The value obtained for the relative energy (zero: lowest compared OMol25 entry of this formula, charge and spin) is 0.1 kJ/mol. The net charge is -1. Its highest occupied orbital energy (alpha / beta) is -5.5 / -5.8 eV.

=====

Record 5
Entry from OMol25: an isolated molecule of C4H9NO6S (ωB97M-V/def2-TZVPD).

Cartesian coordinates (Å):
C  -2.3783  -0.9135  0.0651
S  -1.2838  0.5267  0.2525
O  -1.2071  1.3382  -0.9343
O  -1.5054  1.2089  1.4698
C  0.4454  -0.1141  0.2959
C  1.3801  1.3001  0.6781
O  2.5248  1.3684  0.0217
C  0.8230  -0.6451  -1.1681
O  1.0882  0.4771  -1.9877
N  0.4840  -1.2420  1.3036
O  0.6289  -0.9948  2.4279
O  0.3978  -2.2648  0.7849
H  -2.4322  -1.6641  0.8497
H  -3.2007  -0.3210  0.1342
H  -2.3134  -1.2377  -1.0379
H  1.5295  1.2061  1.7726
H  0.7277  2.1991  0.5413
H  2.3149  1.2431  -1.0068
H  -0.0722  -1.2581  -1.4765
H  1.7029  -1.3045  -0.9547
H  0.3458  1.0918  -2.0314

As for the SMILES: CS(=O)(=O)C(CO)(CO)[N+](=O)[O-]. As for the spin multiplicity: 1. Its total energy is -1062.0058 a.u. The value obtained for the relative energy (zero: lowest compared OMol25 entry of this formula, charge and spin) is 460.6 kJ/mol. Its highest occupied orbital energy is -10.3 eV.

=====

Record 6
Entry from OMol25: a structure of composition C7H15LiNO5 (ωB97M-V/def2-TZVPD).

Cartesian coordinates (Å):
Li  -0.2811  -1.5673  0.6175
C  -1.8805  -3.3540  0.0575
O  -1.2474  -3.4751  1.0355
O  -1.6754  -2.3989  -0.6313
O  -2.6440  -4.1934  -0.3524
C  -0.2519  2.0476  -4.2941
O  -0.9745  1.9838  -3.1089
C  -0.2996  1.1224  -2.1184
C  -0.7545  1.4732  -0.7302
N  0.1089  0.6716  0.0856
C  0.2942  1.1620  1.4727
C  1.2410  0.1769  2.3235
O  0.6863  -1.1537  2.4571
C  1.2292  -1.9423  3.5369
H  -0.7908  2.6933  -4.9875
H  -0.1066  1.0832  -4.7807
H  0.7661  2.3684  -4.0730
H  0.7597  1.3515  -2.2353
H  -0.3699  0.0535  -2.3198
H  -1.7875  1.1415  -0.6251
H  -0.8051  2.5620  -0.7266
H  1.0133  0.3637  -0.2421
H  -0.6943  1.0919  1.9265
H  0.7371  2.1550  1.3968
H  1.3702  0.7016  3.2701
H  2.2190  0.2906  1.8559
H  2.3073  -1.9577  3.3769
H  0.8092  -2.9166  3.2869
H  1.0212  -1.5349  4.5263

As for the spin multiplicity: 1. Its total energy is -714.1683 a.u. The value obtained for the relative energy (zero: lowest compared OMol25 entry of this formula, charge and spin) is 296.3 kJ/mol. The net charge is -1. Its highest occupied orbital energy is -1.1 eV.

=====

Record 7
Entry from OMol25: a cluster of 6 separate species, C4H17NO7S in total (ωB97M-V/def2-TZVPD).

Cartesian coordinates (Å):
C  -1.2132  -0.8979  1.4987
N  -1.3789  0.0622  0.4186
C  -0.4422  -0.1147  -0.7019
C  -0.7064  0.9640  -1.7445
S  0.0473  2.6101  -1.3346
C  -0.5863  -1.5574  -1.2730
O  -1.5538  -1.8194  -2.0229
O  0.3022  -2.3818  -0.9130
H  -1.4660  -1.9010  1.1461
H  -0.1815  -0.9423  1.8867
H  -1.8817  -0.6205  2.3197
H  -1.2457  1.0018  0.7700
H  0.5882  -0.0273  -0.3540
H  -1.7749  1.0942  -1.8617
H  -0.2761  0.6427  -2.6921
H  3.4125  0.0068  -1.6370
H  3.4944  -1.0276  -0.5167
O  4.0615  -0.4648  -1.1039
H  0.0980  2.7743  0.6329
H  -0.8438  3.0563  1.8543
O  0.0558  2.7749  1.6683
H  1.1759  1.3627  1.9143
H  2.5119  1.1488  1.2051
O  1.9785  0.8002  1.9330
H  2.1235  -0.9334  1.1582
H  1.6042  -2.0092  0.1353
O  2.3971  -1.7294  0.6704
H  -3.1327  -1.0959  -1.5523
H  -3.3085  -0.1411  -0.4365
O  -3.8594  -0.6353  -1.0673

As for the spin multiplicity: 1. Its total energy is -1142.3295 a.u. The value obtained for the relative energy (zero: lowest compared OMol25 entry of this formula, charge and spin) is 0.0 kJ/mol. The net charge is -2. Its highest occupied orbital energy is -1.0 eV.

=====

Record 8
Entry from OMol25: a structure of composition C30H47BGaO2P2 (ωB97M-V/def2-TZVPD).

Cartesian coordinates (Å):
Ga  -0.6924  -5.1107  -1.7599
C  -1.7330  1.7498  -0.9348
C  -2.2969  1.0400  0.1592
C  -0.6282  2.3966  0.9719
C  -0.7236  2.6076  -0.4270
C  -1.6142  1.4435  1.3376
C  -2.1111  1.6473  -2.3560
H  -2.8759  0.8769  -2.5131
H  -1.2432  1.3960  -2.9869
H  -2.5120  2.6038  -2.7264
C  0.0782  3.5532  -1.2171
H  -0.4292  3.8104  -2.1559
H  1.0573  3.1300  -1.4880
H  0.2686  4.4750  -0.6500
C  0.3259  3.0652  1.8713
H  0.4094  4.1356  1.6382
H  1.3359  2.6369  1.7745
H  0.0229  2.9554  2.9199
C  -1.8838  0.9830  2.7130
H  -2.3463  1.7796  3.3191
H  -0.9545  0.6842  3.2234
H  -2.5643  0.1227  2.7168
C  -3.4366  0.1014  0.1015
H  -4.3979  0.6147  0.2775
H  -3.3432  -0.6816  0.8671
H  -3.5007  -0.3869  -0.8798
C  0.3853  -6.3322  -3.0645
C  -0.8615  -5.9831  -3.6511
C  -2.1081  -6.8679  -3.5922
C  -2.4094  -7.3794  -2.1638
C  -1.9186  -6.4793  -1.0296
C  -0.6492  -6.6755  -0.4052
C  0.4051  -7.6579  -0.8824
C  0.6599  -7.6810  -2.4176
H  -2.0585  -7.7408  -4.2717
H  -1.9981  -8.3911  -2.0518
H  -2.9658  -6.2568  -3.9448
H  0.0597  -8.4769  -2.8804
H  1.2795  -5.8941  -3.5214
H  -0.8183  -5.3687  -4.5522
H  1.7072  -7.9943  -2.5877
H  1.3318  -7.3471  -0.3758
H  -0.5698  -6.4368  0.6586
H  0.2283  -8.6808  -0.5322
H  -3.4848  -7.4667  -2.0336
H  -2.7487  -6.1415  -0.3843
P  1.5405  -1.6093  -2.0458
P  1.1527  -2.0382  1.7346
C  2.2438  -2.9001  -0.8877
C  2.4876  -2.7522  0.6321
H  3.2444  -3.0502  -1.3238
H  1.6551  -3.8131  -1.0723
H  2.6418  -3.7587  1.0754
H  3.4066  -2.1516  0.7972
C  2.3128  -1.4021  3.0515
H  1.7870  -1.2280  4.0000
H  2.6891  -0.4279  2.7080
H  3.1772  -2.0569  3.2402
C  0.5763  -3.5801  2.5725
H  1.3646  -4.3399  2.6477
H  -0.2446  -3.9703  1.9597
H  0.1560  -3.3451  3.5646
C  2.2055  -2.2405  -3.6050
H  1.4415  -2.2466  -4.3929
H  2.6029  -3.2684  -3.5098
H  3.0217  -1.5623  -3.8902
C  -0.2762  -1.6975  -2.1652
H  -0.7202  -0.7869  -1.7452
H  -0.6669  -2.5523  -1.5930
H  -0.5958  -1.7593  -3.2116
O  2.5173  1.1773  -2.4100
B  2.0279  0.1749  -1.5429
O  2.2421  0.5196  -0.1908
C  3.2032  1.5004  -0.2539
C  4.0907  1.8589  0.7496
C  5.2311  2.5630  0.3297
C  5.3978  2.9480  -1.0055
C  4.4637  2.6138  -1.9979
C  3.3698  1.8813  -1.5946
H  3.8976  1.5631  1.7841
H  5.9854  2.8038  1.0703
H  6.2775  3.5211  -1.3017
H  4.5763  2.8690  -3.0507

As for the spin multiplicity: 1. Its total energy is -3953.7959 a.u. The value obtained for the relative energy (zero: lowest compared OMol25 entry of this formula, charge and spin) is 448.5 kJ/mol. The net charge is +1. Its highest occupied orbital energy (alpha / beta) is -9.1 / -9.1 eV.